C20H22FNO6 | ωB97M-V with the def2-TZVPD basis set

Last column: Löwdin charge in e.
Atoms and positions in Å:
C: -2.84195 0.85503 -2.90813  -0.0694
O: -1.98720 -0.21117 -2.57973  -0.0902
C: -1.68025 -0.42125 -1.26425  -0.1826
C: -2.34371 0.21132 -0.22427  0.0142
C: -2.00259 -0.04036 1.09817  -0.2295
C: -2.69002 0.68193 2.22839  -0.1171
C: -2.73771 2.20884 2.02080  -0.0718
C: -1.35572 2.66863 1.64784  -0.4897
O: -0.42850 2.79115 2.40901  0.1105
O: -1.25973 2.88773 0.33276  0.0147
C: 0.01036 3.25991 -0.19292  -0.0450
C: 0.89962 2.04153 -0.49722  -0.4156
O: 1.17136 1.73418 -1.63764  0.0707
N: 1.33284 1.41596 0.61795  0.1784
C: 2.17517 0.30360 0.70341  -0.1494
C: 2.88115 -0.22632 -0.37124  -0.0005
C: 3.71848 -1.31247 -0.18771  -0.0896
C: 3.87054 -1.88992 1.06062  -0.0901
C: 3.17753 -1.37690 2.14375  -0.0082
C: 2.34645 -0.29513 1.95268  -0.2173
F: 1.67396 0.21317 3.01146  0.0715
C: -1.02715 -0.98001 1.36201  0.0346
C: -0.36382 -1.65409 0.33643  -0.1927
O: 0.54948 -2.56716 0.77639  -0.0718
C: 1.02925 -3.58149 -0.07898  -0.0675
C: -0.64803 -1.34251 -0.99859  -0.1274
O: 0.06122 -1.97223 -1.99275  -0.0944
C: 0.47135 -1.20567 -3.11203  -0.0594
H: -3.86926 0.66706 -2.57757  0.0960
H: -2.82439 0.91898 -3.99538  0.0971
H: -2.48643 1.79865 -2.48309  0.0964
H: -3.13784 0.90494 -0.44168  0.1094
H: -3.71498 0.31735 2.33475  0.1242
H: -2.15566 0.46987 3.15515  0.1212
H: -3.04124 2.69079 2.95000  0.1287
H: -3.43021 2.47364 1.22404  0.1179
H: -0.19279 3.78362 -1.12848  0.1375
H: 0.52313 3.92162 0.51504  0.1384
H: 0.98821 1.75792 1.51390  0.1191
H: 2.76860 0.21849 -1.34517  0.1038
H: 4.25862 -1.70891 -1.03432  0.1072
H: 4.52251 -2.73902 1.19428  0.1053
H: 3.26782 -1.80476 3.12920  0.1214
H: -0.74547 -1.22027 2.37486  0.1291
H: 0.21624 -4.05335 -0.63344  0.0997
H: 1.49631 -4.31197 0.58261  0.0959
H: 1.77242 -3.20159 -0.78166  0.0790
H: 1.36923 -1.69856 -3.48784  0.0949
H: -0.29443 -1.20260 -3.89041  0.0879
H: 0.70723 -0.17821 -2.83102  0.0745

HOMO-LUMO gap ... 8.621 eV
ΔE to the lowest compared entry with this formula, charge and spin ... 0.0 kJ/mol
Strongest force on any atom ... 0.666 eV Å⁻¹
SMILES ... COc1cc(CCC(=O)OCC(=O)Nc2ccccc2F)cc(OC)c1OC
Calculated total energy ... -1381.38003 Eh


C20H22IrN4O2 | ωB97M-V with the def2-TZVPD basis set

Last column: Löwdin charge in e.
Atoms and positions in Å:
N: -1.03263 -2.19928 -1.08785  0.1070
C: -1.51845 -3.14475 -1.54667  -0.1371
C: -2.38558 -4.28391 -1.74077  0.0028
H: -2.09426 -5.08281 -1.04406  0.1210
H: -2.30978 -4.66846 -2.76045  0.1145
H: -3.42638 -3.99583 -1.53325  0.1215
N: 0.18955 2.31095 -2.39333  0.0534
C: 0.67594 2.73985 -3.37460  -0.1191
C: 0.33316 3.93310 -4.06204  0.0117
H: 0.24407 3.69467 -5.12481  0.1216
H: 1.10910 4.67747 -3.82372  0.1335
H: -0.63461 4.22166 -3.63872  0.1260
N: 1.97476 0.03011 1.50853  0.1153
C: 2.87384 0.18362 2.21989  -0.1532
C: 3.68407 0.34413 3.40624  -0.0003
H: 3.41952 1.27961 3.91489  0.1181
H: 4.74769 0.34978 3.16469  0.1129
H: 3.48386 -0.49854 4.08494  0.1195
Ir: 0.57411 0.55400 -1.33291  1.3244
C: 0.36150 1.71400 0.17660  -0.2478
O: 0.12876 2.50758 1.01150  0.1686
C: -1.31097 0.46675 -1.34821  -0.2806
O: -2.47380 0.56629 -1.39041  0.1838
C: 1.06936 -1.28866 -2.77308  -0.1039
C: 1.62637 -1.87804 -1.63203  -0.0640
C: 2.52881 -1.17673 -0.85502  -0.0701
C: 2.88860 0.13607 -1.19535  -0.1140
C: 2.44551 0.68889 -2.40951  -0.1536
C: 1.50334 -0.01476 -3.18714  -0.1671
H: 0.33889 -1.81743 -3.37052  0.1397
H: 1.34886 -2.87984 -1.30058  0.1366
H: 2.91295 -1.67331 0.03925  0.1344
H: 3.57111 0.70483 -0.57605  0.1406
H: 2.83295 1.66416 -2.66079  0.1434
H: 1.08518 0.35429 -4.10644  0.1411
N: -0.83845 -0.69749 1.26059  0.2406
C: -1.62540 -0.14665 2.24565  -0.1894
C: -2.42408 0.97996 1.99710  0.1281
C: -3.27945 1.46950 2.98312  0.1372
C: -3.31322 0.81165 4.24473  0.1160
C: -2.51899 -0.33746 4.47687  0.1259
C: -1.66112 -0.78577 3.49528  0.1503
H: 0.10014 -0.95028 1.57535  0.0989
H: -1.26459 -1.32705 0.59212  0.0786
H: -2.39341 1.52064 1.03567  0.1423
H: -3.95624 2.32613 2.79128  0.1822
H: -3.99610 1.16153 5.02566  0.1665
H: -2.54980 -0.87308 5.42259  0.1720
H: -1.04471 -1.67107 3.59581  0.1703

HOMO-LUMO gap (alpha / beta) ... 5.404 / 4.879 eV
Spin multiplicity ... 6
Strongest force on any atom ... 7.515 eV Å⁻¹
Net charge ... +4
Calculated total energy ... -1247.19217 Eh


C20H22N2O2 | ωB97M-V with the def2-TZVPD basis set

Last column: Löwdin charge in e.
Atoms and positions in Å:
C: 0.70437 3.15513 -1.47266  -0.0666
C: 0.24163 2.87760 -0.04384  -0.3576
C: 1.15430 3.58191 0.95873  -0.0650
C: 0.17793 1.37266 0.28797  -0.2052
N: 1.40210 0.68412 -0.05902  0.1384
C: 1.87254 -0.33501 0.69388  -0.4243
O: 1.39196 -0.62669 1.77745  0.0640
C: 3.05990 -1.03636 0.12836  -0.1351
C: 4.02907 -1.50381 1.01063  -0.0177
C: 5.14487 -2.16667 0.53538  -0.0738
C: 5.29332 -2.38365 -0.82478  -0.0841
C: 4.31960 -1.94343 -1.70616  -0.0784
C: 3.20630 -1.26999 -1.23569  -0.0310
C: -0.97074 0.67656 -0.46276  -0.3627
O: -0.99462 0.67666 -1.68185  0.0650
N: -1.90091 0.04809 0.29151  0.0464
C: -1.85669 -0.10349 1.74923  -0.1008
C: -2.99436 -1.07229 2.11086  -0.0836
C: -3.70268 -1.27952 0.80718  -0.1675
C: -4.84872 -1.99680 0.54485  -0.0360
C: -5.31722 -2.05541 -0.76132  -0.0943
C: -4.63815 -1.40459 -1.77658  -0.0828
C: -3.48189 -0.68039 -1.52277  0.0017
C: -3.02107 -0.62500 -0.21888  -0.1391
H: 0.53422 4.20103 -1.71718  0.0817
H: 1.76879 2.95583 -1.58111  0.0788
H: 0.14910 2.54120 -2.17647  0.0667
H: -0.77736 3.26554 0.07029  0.1458
H: 1.22444 4.64116 0.72376  0.0782
H: 2.15322 3.15260 0.92241  0.0808
H: 0.77392 3.47881 1.97251  0.0782
H: 0.06810 1.26294 1.36747  0.1250
H: 1.73466 0.81046 -1.00144  0.1272
H: 3.88955 -1.33511 2.06782  0.1175
H: 5.89759 -2.51872 1.22507  0.1041
H: 6.16285 -2.90413 -1.19825  0.1026
H: 4.42612 -2.12833 -2.76500  0.1040
H: 2.43974 -0.96046 -1.93250  0.1140
H: -2.01317 0.87168 2.22208  0.1299
H: -0.88490 -0.49901 2.05535  0.1051
H: -2.60585 -2.01837 2.49272  0.1218
H: -3.65835 -0.65464 2.86872  0.1185
H: -5.37163 -2.50339 1.34244  0.1118
H: -6.21487 -2.61246 -0.98370  0.0979
H: -5.01138 -1.45749 -2.78837  0.1014
H: -2.95561 -0.17875 -2.31633  0.0993

HOMO-LUMO gap ... 8.963 eV
ΔE to the lowest compared entry with this formula, charge and spin ... 30.5 kJ/mol
Strongest force on any atom ... 0.725 eV Å⁻¹
SMILES ... CC(C)[C@H](NC(=O)c1ccccc1)C(=O)N1CCc2ccccc21
Calculated total energy ... -1035.36903 Eh


C20H22N2O3RuS | ωB97M-V with the def2-TZVPD basis set

Last column: Löwdin charge in e.
Atoms and positions in Å:
Ru: -0.01198 0.46663 -0.64991  1.3007
O: 1.30972 0.25683 -1.98258  -0.1581
C: 2.57623 0.66689 -2.01147  -0.2774
C: 3.34469 0.24331 -3.09968  0.0361
C: 4.67965 0.57218 -3.16412  -0.0072
C: 5.27163 1.36653 -2.17456  -0.0184
C: 4.51115 1.83516 -1.12758  0.0007
C: 3.15412 1.49298 -1.01809  -0.1246
C: 2.38958 2.09259 0.03463  -0.0286
N: 1.14163 1.86076 0.24453  -0.1308
C: 0.39774 2.54577 1.31356  -0.1575
C: -1.03897 2.71595 0.84552  -0.1442
N: -1.48736 1.45966 0.20285  -0.1310
C: -2.76084 1.18763 0.13765  -0.0327
C: -3.34036 0.09228 -0.55540  -0.1145
C: -4.73382 -0.09354 -0.45092  -0.0124
C: -5.35863 -1.11179 -1.12355  -0.0191
C: -4.61436 -1.98756 -1.94527  -0.0081
C: -3.26271 -1.84171 -2.08317  0.0248
C: -2.58884 -0.80319 -1.39367  -0.3123
O: -1.31128 -0.69732 -1.56898  -0.1401
H: 2.86830 -0.36724 -3.85400  0.1373
H: 5.27784 0.22010 -3.99355  0.1288
H: 6.31842 1.62594 -2.24302  0.1260
H: 4.95670 2.48381 -0.38407  0.1290
H: 2.89474 2.82523 0.66288  0.1558
H: 0.83976 3.51374 1.54964  0.1405
H: 0.43692 1.92079 2.20849  0.1042
H: -1.08735 3.49634 0.08326  0.1418
H: -1.69986 2.99735 1.66614  0.1369
H: -3.44442 1.85949 0.65420  0.1523
H: -5.31051 0.58429 0.16549  0.1287
H: -6.42793 -1.24263 -1.03365  0.1259
H: -5.12460 -2.78078 -2.47489  0.1296
H: -2.67595 -2.49303 -2.71599  0.1355
O: 1.91437 -1.33578 0.39918  -0.3809
S: 0.61270 -0.96160 0.97292  0.8618
C: 0.87824 -0.73351 2.74335  -0.2466
C: 0.68622 -2.16201 3.26678  -0.1957
C: -0.57045 -2.70093 2.59366  -0.1917
C: -0.43275 -2.42920 1.09322  -0.2312
H: 0.15790 -0.02501 3.15588  0.1023
H: 1.88740 -0.33122 2.81471  0.1166
H: 0.59750 -2.14388 4.35148  0.1366
H: 1.55895 -2.76252 3.00712  0.1334
H: -1.44182 -2.16883 2.98140  0.1260
H: -0.72691 -3.76221 2.77532  0.1357
H: -1.37661 -2.28223 0.57311  0.0891
H: 0.16622 -3.16451 0.55116  0.1270

HOMO-LUMO gap (alpha / beta) ... 5.326 / 5.220 eV
Strongest force on any atom ... 1.590 eV Å⁻¹
Net charge ... +2
Calculated total energy ... -1603.02533 Eh


Q: The lowest calculated total energy belongs to which entry?
A: C20H22N2O3RuS